A cluster of 2 separate species, H4O2 in total in a non-equilibrium geometry, computed with wB97M-V/def2-TZVPD.

Values from the calculation:
Max |F| ... 0.040 Eh/bohr
Electronic energy ... -4159.596 eV
Orbital gap ... 12.127 eV
Net charge ... 0
ΔE to the lowest compared entry with this formula, charge and spin ... 7.9 kcal per mole

The geometry in XYZ format:
```
6
Properties=species:S:1:pos:R:3:forces:R:3:nbo_charge:R:1
O -1.5580 -0.1161 -0.1918 0.2426 0.1771 0.1362 -0.930
H -1.2574 0.7584 0.0759 -0.1214 0.2239 -0.2685 0.466
H -1.3203 -0.6259 0.5840 -0.1400 -0.4464 0.1965 0.466
O 1.6650 -0.1584 -0.0934 0.4913 0.3365 0.2791 -0.982
H 1.5930 0.8297 -0.0359 -0.7893 -1.8447 -0.4078 0.485
H 0.8777 -0.6876 -0.3389 0.3167 1.5536 0.0645 0.496
```
Positions in Å, forces in eV/Å.